{"formula": "C33H29IN8PPbS", "method": "wB97M-V/def2-TZVPD", "relative_energy_kj_mol": 66.44, "fmax_ev_per_a": 1.50, "mol_weight_g_mol": 934.80, "total_charge": 3, "species": ["Pb", "I", "S", "P", "N", "N", "N", "N", "N", "N", "N", "N", "C", "C", "C", "C", "C", "C", "C", "C", "C", "C", "C", "C", "C", "C", "C", "C", "C", "C", "C", "C", "C", "C", "C", "C", "C", "C", "C", "C", "C", "C", "C", "C", "C", "H", "H", "H", "H", "H", "H", "H", "H", "H", "H", "H", "H", "H", "H", "H", "H", "H", "H", "H", "H", "H", "H", "H", "H", "H", "H", "H", "H", "H"], "positions_angstrom": [[-0.2111, -0.6607, -1.4459], [-5.0645, -5.1908, -2.0677], [-2.0762, 1.6106, -1.3458], [-0.9243, -1.1343, 1.1456], [-3.5967, -1.2580, -2.2114], [0.2997, -3.0325, -0.9145], [0.0730, 2.8646, -2.5003], [0.8966, 2.2957, -1.8223], [2.3939, 0.0927, -0.8619], [-1.9424, 3.8698, -2.6968], [-0.6823, -2.8120, 1.2047], [-2.4479, -1.8492, -1.8233], [5.1541, 0.3860, -0.6031], [-4.4910, 0.6497, 1.8134], [-2.6935, -0.8947, 1.3840], [2.9852, 1.2846, -1.0719], [-3.1370, 0.4039, 1.6531], [2.4169, 4.7224, -2.3276], [2.6379, 3.8062, -1.2877], [3.1633, -0.9244, -0.5045], [-0.6504, -0.8645, 3.8738], [-2.7446, -3.1496, -1.7439], [-4.0813, -3.3842, -2.0701], [0.2634, -4.9283, 0.5318], [2.1468, 2.4477, -1.4329], [1.1901, -5.1196, -1.6729], [3.6753, 6.3573, -1.0952], [0.8694, -5.6920, -0.4385], [0.9964, 0.5311, 4.9336], [-0.0660, -0.3631, 5.0244], [3.8567, 5.4634, -0.0444], [-5.4031, -0.3959, 1.7040], [-1.3138, 2.8453, -2.1744], [0.8953, -3.7972, -1.8606], [3.3366, 4.1867, -0.1304], [-3.6073, -1.9381, 1.2677], [1.4943, 0.9093, 3.6954], [-4.9628, -1.6833, 1.4331], [-0.1542, -0.4787, 2.6265], [4.3581, 1.4645, -0.9772], [2.9751, 5.9797, -2.2440], [-4.5965, -2.1441, -2.3650], [4.5487, -0.8243, -0.3508], [-0.0220, -3.5885, 0.2580], [0.9203, 0.4039, 2.5370], [4.0671, 7.3632, -1.0167], [-4.8358, 1.6496, 2.0426], [1.4312, 0.9386, 5.8368], [6.2267, 0.5014, -0.5186], [2.8602, 6.6730, -3.0661], [1.3054, 0.6898, 1.5630], [-0.4421, -0.6633, 5.9933], [-2.4199, 1.2100, 1.7744], [-0.0054, -5.3513, 1.4915], [4.8072, 2.4183, -1.2127], [-1.4464, 4.6159, -3.1682], [1.0858, -6.7354, -0.2467], [-5.5856, -1.8492, -2.6786], [1.8711, 4.4350, -3.2185], [3.4599, 3.4933, 0.6926], [2.3311, 1.5933, 3.6375], [1.1212, -3.3028, -2.7995], [-5.6726, -2.4974, 1.3558], [-0.8501, -3.2742, 2.0892], [-3.2715, -2.9453, 1.0551], [5.1234, -1.6891, -0.0476], [-1.4987, -1.5367, 3.9500], [1.6519, -5.6935, -2.4639], [-2.0012, -3.8795, -1.4698], [4.3984, 5.7636, 0.8423], [2.6620, -1.8708, -0.3293], [-6.4595, -0.2061, 1.8430], [-3.6453, -0.2591, -2.3290], [-2.9466, 3.9411, -2.6029]], "forces_ev_per_angstrom": [[-0.15, -0.59, -0.51], [0.01, 0.01, 0.00], [0.13, 0.51, 0.06], [-0.26, -0.28, 0.25], [-0.04, -0.04, 0.07], [0.09, 0.06, 0.13], [0.57, 0.25, -1.35], [-0.22, 0.35, 1.44], [0.10, 0.09, 0.19], [0.18, 0.31, -0.09], [0.15, 0.00, -0.16], [-0.05, -0.05, -0.02], [0.06, -0.02, 0.01], [0.01, -0.01, -0.01], [0.01, 0.03, -0.05], [-0.24, 0.09, -0.11], [0.02, -0.07, 0.07], [0.03, 0.09, -0.02], [-0.32, -0.09, 0.28], [-0.06, 0.02, -0.05], [0.03, 0.07, 0.03], [0.11, 0.08, -0.05], [0.00, -0.15, 0.05], [-0.05, -0.05, 0.07], [0.49, -0.29, -0.46], [0.04, -0.06, -0.03], [-0.02, -0.04, -0.02], [-0.03, -0.04, -0.03], [-0.02, -0.02, 0.02], [0.00, -0.02, 0.00], [-0.02, 0.00, 0.06], [0.01, 0.03, -0.01], [-0.78, -0.93, 0.47], [-0.06, 0.14, 0.02], [0.15, 0.05, -0.04], [-0.03, 0.02, -0.02], [0.01, -0.01, -0.04], [0.01, -0.05, -0.03], [0.09, 0.17, -0.16], [0.09, 0.09, -0.06], [-0.02, 0.00, 0.00], [0.01, 0.15, -0.03], [-0.01, -0.03, 0.00], [-0.01, 0.07, 0.02], [0.01, -0.04, 0.02], [0.04, -0.02, -0.02], [0.00, -0.02, 0.00], [0.02, -0.04, -0.01], [-0.02, 0.01, -0.01], [0.01, 0.02, 0.03], [-0.01, 0.01, 0.03], [0.00, 0.03, -0.01], [-0.04, 0.01, 0.01], [0.02, -0.01, -0.02], [0.01, -0.04, -0.02], [-0.02, -0.07, -0.09], [0.00, 0.03, 0.00], [0.05, 0.04, 0.03], [0.00, 0.00, 0.04], [-0.02, 0.01, -0.04], [-0.03, 0.01, 0.00], [-0.01, 0.00, 0.03], [0.01, 0.02, 0.02], [-0.01, -0.03, -0.01], [-0.01, 0.02, 0.01], [-0.02, 0.00, -0.02], [-0.01, 0.04, 0.01], [0.00, 0.01, 0.04], [-0.01, 0.04, -0.01], [-0.04, 0.04, -0.01], [0.02, 0.02, 0.02], [0.02, 0.00, 0.00], [0.00, -0.01, -0.02], [0.02, 0.06, 0.07]]}